The following is a DFT calculation (the ωB97M-V functional and the def2-TZVPD basis) of a 2-piece molecular cluster, C6H10IN3 overall.

As for the relative energy (zero: lowest compared OMol25 entry of this formula, charge and spin): 113.7 kcal per mole. For the frontier orbital gap (alpha / beta), the calculation gives 7.7 / 8.3 eV. The HOMO energy (alpha / beta) comes out at -0.276 / -0.322 Ha.

Bonds (Å) are listed after each position.
Geometry (Å):
1 I 3.031 0.377 -0.308  C5 2.116
2 N 1.056 -2.049 -0.067  N3 1.389, C9 1.394
3 N 0.097 -3.014 0.216  N2 1.389, C8 1.354, H15 1.032
4 N -0.839 -1.145 0.718  C8 1.275, C9 1.355
5 C 1.008 0.379 0.312  I1 2.116, C7 1.437, C9 1.376
6 C 0.068 0.623 -2.494  H11 1.131, H14 1.159, H18 1.148
7 C 0.594 1.523 1.077  C5 1.437, C10 1.549, H12 1.146, H17 1.184
8 C -1.031 -2.403 0.646  N3 1.354, N4 1.275, H20 1.119
9 C 0.430 -0.870 0.333  N2 1.394, N4 1.355, C5 1.376
10 C -0.924 1.829 1.114  C7 1.549, H13 1.106, H16 1.008, H19 1.058
11 H -0.152 1.719 -2.317  C6 1.131
12 H 1.190 1.597 2.053  C7 1.146
13 H -1.452 1.560 0.181  C10 1.106
14 H 0.995 0.414 -3.159  C6 1.159
15 H 0.364 -4.005 0.111  N3 1.032
16 H -1.148 2.774 1.385  C10 1.008
17 H 0.912 2.389 0.335  C7 1.184
18 H -0.808 -0.062 -2.775  C6 1.148
19 H -1.407 1.348 1.923  C10 1.058
20 H -1.984 -2.985 0.717  C8 1.119

Table of Mulliken atomic charges, one value per atom, all in e: number 1, I, carries 0.082; number 2, N, carries -0.564; number 3, N, carries 0.024; number 4, N, carries -0.382; number 5, C, carries -0.689; number 6, C, carries -0.804; number 7, C, carries -0.152; number 8, C, carries -0.025; number 9, C, carries 0.798; number 10, C, carries -1.422; number 11, H, carries 0.268; number 12, H, carries 0.319; number 13, H, carries 0.304; number 14, H, carries 0.296; number 15, H, carries 0.218; number 16, H, carries 0.531; number 17, H, carries 0.225; number 18, H, carries 0.253; number 19, H, carries 0.354; number 20, H, carries 0.367